Formula: C7H28O7
Source: the OMol25 dataset
Level of theory: ωB97M-V/def2-TZVPD

Structure (ORCA input):
```
! wB97M-V def2-TZVPD RIJCOSX def2/J DEFGRID3
* xyz 0 1
C -1.986 -0.074 -2.013
O -3.057 -0.814 -2.514
H -2.183 0.994 -1.918
H -1.852 -0.475 -1.009
H -1.087 -0.250 -2.603
H -3.732 -0.921 -1.841
C -1.600 -1.524 1.393
O -0.537 -1.336 2.290
H -1.767 -0.664 0.745
H -1.263 -2.390 0.823
H -2.570 -1.643 1.876
H -0.162 -2.190 2.518
C -0.068 2.890 0.316
O -1.020 2.203 -0.497
H -0.094 3.980 0.325
H -0.126 2.528 1.342
H 0.943 2.717 -0.054
H -1.849 2.395 -0.052
C 0.436 -2.897 -1.493
O 0.259 -4.314 -1.563
H -0.346 -2.339 -2.007
H 0.284 -2.554 -0.470
H 1.481 -2.687 -1.722
H -0.678 -4.508 -1.490
C 2.957 1.330 -0.350
O 4.010 2.262 -0.519
H 1.971 1.687 -0.647
H 3.140 0.393 -0.876
H 3.063 0.994 0.681
H 4.253 2.272 -1.448
C 0.474 1.094 2.665
O -0.780 0.553 2.473
H 1.087 1.002 1.768
H 0.359 2.155 2.887
H 0.905 0.542 3.500
H -0.702 -0.403 2.443
C 0.395 -0.332 -0.415
O 0.217 0.787 -1.275
H 1.253 -0.893 -0.786
H 0.629 -0.002 0.597
H -0.453 -1.014 -0.361
H -0.202 1.448 -0.718
*
```

Summary:
gap between HOMO and LUMO = 9.207 eV
E_tot = -22034.1554 eV
F_max = 0.2830 hartree/bohr
E_LUMO = 0.12 eV

=====

Formula: C40H45N3NdO4P2S5
Source: the OMol25 dataset
Level of theory: ωB97M-V/def2-TZVPD

Structure (ORCA input):
```
! wB97M-V def2-TZVPD RIJCOSX def2/J DEFGRID3
* xyz 1 4
Nd 0.013 -0.839 1.421
C -2.444 -3.102 3.193
C -3.518 -2.045 2.989
S -2.958 -0.534 2.102
C -3.546 0.834 3.191
C -2.747 1.121 4.454
S -0.932 0.861 4.300
C -0.702 -0.363 5.646
C -1.408 -1.680 5.419
S -0.853 -2.521 3.854
H -2.147 -3.562 2.240
H -2.808 -3.893 3.853
H -3.974 -1.714 3.925
H -4.292 -2.484 2.356
H -4.586 0.645 3.453
H -3.505 1.691 2.518
H -3.084 0.501 5.279
H -2.879 2.165 4.734
H -1.049 0.111 6.566
H 0.374 -0.514 5.716
H -2.484 -1.552 5.355
H -1.191 -2.347 6.252
O -1.115 -4.336 0.810
S -0.522 -3.156 0.253
O -0.224 -3.157 -1.161
O -1.437 -1.969 0.526
O 0.710 -2.759 1.049
C -0.401 0.830 -7.465
S 1.041 1.286 -6.461
C 0.349 0.993 -4.802
C 0.388 -0.475 -4.419
C -0.359 -0.772 -3.117
N 0.177 -0.091 -1.916
P 1.452 -1.073 -1.176
C 2.790 -0.706 -2.389
C 3.489 -1.793 -2.899
C 4.534 -1.594 -3.787
C 4.878 -0.308 -4.168
C 4.189 0.779 -3.653
C 3.153 0.586 -2.758
C 2.247 0.122 0.053
C 3.351 -0.464 0.693
C 4.166 0.275 1.531
C 3.873 1.606 1.800
C 2.784 2.201 1.186
C 1.986 1.475 0.308
P -0.966 0.643 -0.860
C -1.247 2.182 -1.858
C -2.154 2.185 -2.920
C -2.329 3.313 -3.699
C -1.596 4.461 -3.444
C -0.709 4.476 -2.383
C -0.548 3.353 -1.592
C -2.706 0.064 -1.019
C -3.597 0.999 -0.485
C -4.952 0.745 -0.448
C -5.434 -0.453 -0.951
C -4.553 -1.393 -1.459
C -3.188 -1.152 -1.489
H -0.123 0.984 -8.503
H -1.238 1.472 -7.207
H -0.656 -0.213 -7.306
H -0.668 1.381 -4.808
H 0.955 1.588 -4.121
H 1.426 -0.802 -4.362
H -0.097 -1.072 -5.194
H -0.347 -1.855 -2.940
H -1.398 -0.454 -3.248
H 3.189 -2.789 -2.603
H 5.080 -2.435 -4.185
H 5.684 -0.151 -4.868
H 4.471 1.776 -3.953
H 2.622 1.435 -2.356
H 3.590 -1.500 0.468
H 5.041 -0.185 1.970
H 4.505 2.179 2.465
H 2.570 3.243 1.368
H 1.221 1.984 -0.263
H -2.752 1.308 -3.133
H -3.042 3.297 -4.511
H -1.716 5.336 -4.064
H -0.138 5.367 -2.162
H 0.114 3.411 -0.739
H -3.207 1.941 -0.112
H -5.629 1.474 -0.024
H -6.496 -0.646 -0.943
H -4.930 -2.332 -1.834
H -2.515 -1.916 -1.844
N 4.106 1.835 6.647
C 3.773 1.025 5.910
C 3.354 -0.013 5.041
C 3.925 -1.286 5.130
C 3.444 -2.272 4.288
C 2.411 -1.975 3.411
N 1.867 -0.751 3.304
C 2.345 0.206 4.102
H 4.711 -1.484 5.842
H 3.862 -3.265 4.319
H 2.000 -2.739 2.753
H 1.893 1.186 4.018
*
```

Summary:
gap between HOMO and LUMO (spin up / spin down) = 7.135 / 7.136 eV
E_tot = -142898.1073 eV
F_max = 0.1435 hartree/bohr
E_LUMO (spin up / spin down) = -2.90 / -2.90 eV

=====

Formula: C6H5NO
Source: the OMol25 dataset
Level of theory: ωB97M-V/def2-TZVPD

Structure (ORCA input):
```
! wB97M-V def2-TZVPD RIJCOSX def2/J DEFGRID3
* xyz 0 1
N 1.511 0.771 2.724
C 0.816 0.444 1.885
C -0.071 0.245 0.744
C -0.223 -1.063 0.382
C -0.112 -0.983 -1.249
C -0.088 0.303 -1.486
C 0.088 1.352 -0.315
O -1.022 1.217 0.460
H -1.344 -1.628 0.426
H 0.309 -1.706 1.203
H -0.531 -1.809 -1.849
H -0.145 0.690 -2.622
H 0.813 2.168 -0.304
*
```

Summary:
gap between HOMO and LUMO = 11.091 eV
E_tot = -9835.7259 eV
F_max = 0.1626 hartree/bohr
E_LUMO = 0.78 eV

=====

Formula: C22H16Cl3N17SSeSiW
Source: the OMol25 dataset
Level of theory: ωB97M-V/def2-TZVPD

Structure (ORCA input):
```
! wB97M-V def2-TZVPD RIJCOSX def2/J DEFGRID3
* xyz 2 1
W -0.176 -0.288 -0.356
C 1.194 3.719 -1.072
C 0.860 2.269 -1.094
N 0.503 1.623 -0.001
N 0.753 2.390 1.115
C 0.814 1.932 2.321
N 1.208 2.763 3.292
S 0.410 0.285 2.917
C 1.116 1.432 -2.244
C 1.649 1.909 -3.435
C 2.192 1.022 -4.339
C 2.201 -0.331 -4.023
C 1.575 -0.756 -2.877
N 0.984 0.100 -2.024
H 2.208 3.859 -0.692
H 0.526 4.254 -0.402
H 1.134 4.152 -2.068
H 1.581 3.668 3.046
H 1.407 2.398 4.209
H 1.667 2.972 -3.622
H 2.631 1.374 -5.263
H 2.684 -1.053 -4.666
H 1.540 -1.800 -2.616
Se -4.862 -2.149 -6.326
N -4.559 -0.639 -5.458
C -3.659 -0.910 -4.547
C -3.152 0.084 -3.605
C -3.570 1.414 -3.608
C -3.033 2.274 -2.678
C -2.111 1.793 -1.763
N -1.702 0.517 -1.735
C -2.212 -0.323 -2.667
C -1.718 -1.687 -2.637
N -0.795 -1.952 -1.698
C -0.281 -3.180 -1.638
C -0.685 -4.199 -2.486
C -1.647 -3.941 -3.437
C -2.173 -2.654 -3.525
C -3.183 -2.262 -4.505
N -3.698 -3.085 -5.381
H -4.306 1.739 -4.333
H -3.328 3.313 -2.634
H -1.715 2.452 -1.006
H 0.473 -3.361 -0.886
H -0.242 -5.180 -2.384
H -2.002 -4.708 -4.113
N 1.084 -2.965 1.744
C 1.931 -2.006 1.274
N 3.128 -1.769 1.715
N 3.554 -0.687 0.989
N 2.675 -0.310 0.162
N 1.567 -1.146 0.289
C -0.256 -2.878 1.494
N -1.147 -3.775 1.806
N -2.322 -3.274 1.322
N -2.147 -2.150 0.757
N -0.807 -1.830 0.854
H 1.426 -3.653 2.399
Cl -2.147 2.390 3.952
Si -1.682 0.638 3.128
Cl -2.218 0.798 1.082
Cl -2.523 -0.975 3.909
*
```

Summary:
gap between HOMO and LUMO (spin up / spin down) = 6.536 / 6.555 eV
E_tot = -171847.4967 eV
F_max = 0.0441 hartree/bohr
E_LUMO (spin up / spin down) = -7.38 / -7.40 eV

=====

Formula: C16H15F6N3O5Pd
Source: the OMol25 dataset
Level of theory: ωB97M-V/def2-TZVPD

Structure (ORCA input):
```
! wB97M-V def2-TZVPD RIJCOSX def2/J DEFGRID3
* xyz -2 1
Pd -0.754 0.753 -1.072
C -4.851 0.642 -0.112
C -3.353 0.753 0.076
O -2.702 0.690 -1.025
C -2.873 0.909 1.364
C -1.514 1.030 1.785
C -1.198 1.160 3.249
N -0.545 1.020 0.937
N 0.775 1.081 1.390
C 1.564 0.974 0.373
O 1.207 0.855 -0.863
C 3.039 0.960 0.644
C 3.924 0.715 -0.399
C 5.297 0.687 -0.167
C 5.796 0.906 1.110
C 4.912 1.153 2.156
C 3.543 1.178 1.922
H -5.066 0.550 -1.175
H -5.359 1.526 0.283
H -5.237 -0.240 0.407
H -3.625 0.941 2.143
H -2.113 1.136 3.842
H -0.668 2.096 3.435
H -0.534 0.352 3.563
H 3.511 0.543 -1.386
H 5.976 0.491 -0.989
H 6.864 0.886 1.291
H 5.291 1.326 3.156
H 2.837 1.366 2.723
O -1.584 5.076 -1.510
N -1.514 3.896 -1.145
O -0.885 3.125 -1.923
C -0.840 -2.329 -0.327
C -0.712 -2.288 -1.866
O -0.663 -1.073 -2.420
C 0.590 -3.064 -2.232
F 0.664 -4.323 -1.723
F 0.768 -3.192 -3.561
F 1.661 -2.405 -1.756
C -1.940 -3.055 -2.443
F -3.075 -2.439 -2.060
F -1.952 -3.098 -3.788
F -2.055 -4.346 -2.029
H 0.032 -1.831 0.097
H -0.917 -3.342 0.073
H -1.722 -1.751 -0.045
*
```

Summary:
gap between HOMO and LUMO = 5.887 eV
E_tot = -51327.1526 eV
F_max = 0.0170 hartree/bohr
E_LUMO = 4.72 eV

=====

Formula: C20H38F3O3
Source: the OMol25 dataset
Level of theory: ωB97M-V/def2-TZVPD

Structure (ORCA input):
```
! wB97M-V def2-TZVPD RIJCOSX def2/J DEFGRID3
* xyz -1 1
C 4.011 0.852 0.971
C 3.391 -0.516 0.631
C 1.920 -0.580 1.061
C 0.987 -1.363 0.131
C 1.127 -1.092 -1.371
C 1.220 0.379 -1.782
C -0.141 1.098 -1.886
C -0.505 1.968 -0.660
C -1.979 1.846 -0.245
C -2.308 0.439 0.170
O -3.731 0.178 0.158
C -4.038 -1.181 0.272
C -2.306 2.806 0.835
F -3.280 3.745 0.519
F -2.791 2.272 2.004
F -1.268 3.614 1.255
H 5.010 0.971 0.557
H 4.026 0.984 2.054
H 3.359 1.637 0.583
H 3.514 -0.670 -0.441
H 3.981 -1.270 1.156
H 1.535 0.420 1.259
H 1.899 -1.086 2.026
H -0.038 -1.126 0.429
H 1.114 -2.431 0.325
H 1.985 -1.654 -1.753
H 0.253 -1.516 -1.870
H 1.685 0.399 -2.773
H 1.880 0.951 -1.130
H -0.923 0.389 -2.122
H -0.069 1.770 -2.742
H -0.332 3.004 -0.954
H 0.213 1.771 0.156
H -1.849 -0.269 -0.527
H -1.944 0.168 1.182
H -3.199 -1.766 0.667
H -4.311 -1.605 -0.701
H -4.868 -1.308 0.973
C -3.257 0.238 -5.642
C -2.327 -0.277 -6.740
C -0.970 0.195 -6.232
O -1.047 0.189 -4.812
C -2.409 0.030 -4.394
H -4.211 -0.285 -5.592
H -3.457 1.302 -5.787
H -2.358 -1.369 -6.778
H -2.562 0.105 -7.734
H -0.756 1.216 -6.571
H -0.148 -0.451 -6.547
H -2.536 -0.981 -3.992
H -2.625 0.746 -3.601
C 1.935 -0.341 6.700
C 2.132 -1.840 6.480
C 1.560 -2.019 5.078
O 1.805 -0.796 4.387
C 2.217 0.212 5.309
H 2.588 0.082 7.462
H 0.900 -0.137 6.983
H 3.196 -2.084 6.489
H 1.632 -2.463 7.221
H 0.480 -2.196 5.109
H 2.028 -2.837 4.528
H 3.287 0.403 5.167
H 1.671 1.130 5.094
*
```

Summary:
gap between HOMO and LUMO = 4.846 eV
E_tot = -35649.7605 eV
F_max = 0.0179 hartree/bohr
E_LUMO = 2.65 eV

=====

Formula: C3H13N3
Source: the OMol25 dataset
Level of theory: ωB97M-V/def2-TZVPD

Structure (ORCA input):
```
! wB97M-V def2-TZVPD RIJCOSX def2/J DEFGRID3
* xyz 0 1
C 0.908 0.751 -1.574
C 1.509 1.053 -0.184
N 3.027 1.217 -0.287
H 0.767 1.653 -2.246
H -0.049 0.409 -1.443
H 1.460 -0.098 -2.080
H 1.353 0.063 0.223
H 0.988 1.794 0.340
H 3.551 1.139 0.653
H 3.232 2.219 -0.380
N -2.885 -0.591 1.163
C -1.497 -0.956 1.114
N -1.303 -2.195 0.370
H -3.023 0.445 1.324
H -3.147 -0.851 0.234
H -1.209 -1.060 2.226
H -0.948 -0.069 0.655
H -1.879 -2.965 0.319
H -0.855 -1.956 -0.427
*
```

Summary:
gap between HOMO and LUMO = 10.066 eV
E_tot = -7790.3813 eV
F_max = 0.0764 hartree/bohr
E_LUMO = 0.93 eV

=====

Formula: C10F18O4
Source: the OMol25 dataset
Level of theory: ωB97M-V/def2-TZVPD

Structure (ORCA input):
```
! wB97M-V def2-TZVPD RIJCOSX def2/J DEFGRID3
* xyz 0 1
F 1.597 2.779 -0.654
C 1.857 2.981 0.648
F 3.220 2.939 0.741
F 1.660 4.247 0.841
C 1.223 1.968 1.582
C 1.261 2.529 3.080
F 2.524 2.858 3.530
F 0.459 3.681 2.987
F 0.633 1.765 3.847
O 1.909 0.733 1.678
C 1.026 -0.471 1.584
F 0.957 -0.942 2.768
F 1.514 -1.521 0.833
C -0.400 0.151 1.201
F -1.306 -0.241 2.122
C -1.076 -0.263 -0.165
F -2.295 0.285 -0.098
O -1.357 -1.655 -0.365
C -1.156 -1.978 -1.791
C -2.485 -2.020 -2.572
F -3.150 -0.715 -2.609
F -2.368 -2.421 -3.884
F -3.340 -2.979 -2.014
C -0.292 -3.224 -1.940
F 0.890 -3.136 -1.195
F -0.905 -4.352 -1.512
F 0.071 -3.599 -3.211
O -0.390 -0.896 -2.320
C -0.289 0.218 -1.397
F -0.828 1.395 -1.792
F 1.020 0.260 -1.134
O -0.182 1.626 1.209
*
```

Summary:
gap between HOMO and LUMO = 13.150 eV
E_tot = -67472.8150 eV
F_max = 0.0944 hartree/bohr
E_LUMO = 0.46 eV